# 1
{"formula": "C11H16NO3", "method": "ωB97M-V/def2-TZVPD", "multiplicity": 1, "total_charge": -1, "de_lowest_kj_mol": 485.0, "species": ["C", "H", "C", "C", "H", "H", "H", "H", "H", "H", "C", "C", "H", "H", "H", "O", "O", "H", "C", "H", "C", "C", "C", "H", "N", "H", "C", "H", "H", "C", "O"], "coordinates": [[0.10315, -1.15218, -0.02758], [3.94343, 2.08394, -0.44977], [-1.29358, 0.11933, -1.58548], [3.09519, -2.30011, -0.01794], [-3.82884, 1.09265, 1.87943], [3.95538, -2.94977, 0.35996], [0.18254, 2.21023, -1.04494], [1.26352, -3.25763, 0.39110], [-1.01000, 0.87798, -2.34517], [-1.81978, 2.28433, 0.80516], [0.71762, 1.37882, -0.43911], [1.86028, -2.35431, 0.81955], [2.83951, -2.49477, -1.04379], [-4.43106, 0.87319, 0.14832], [-2.06629, -0.74497, 1.56778], [1.22100, -1.16571, 0.64841], [2.56391, 2.85843, 0.79538], [-2.89793, 2.38703, -0.60506], [-0.30876, 0.22139, -0.44232], [3.41135, -1.23137, -0.05504], [-2.56333, 1.74795, 0.21033], [-3.52726, 0.77436, 0.91902], [-1.82038, 0.49805, -0.25550], [0.77434, 1.95866, 0.46849], [2.90746, 2.18854, -0.24371], [-1.46330, -0.85402, -2.11757], [-2.64753, -0.35676, 0.73403], [2.13474, -2.61790, 1.93329], [-2.96587, -1.23491, 0.33167], [2.19484, 1.25644, -0.86920], [-0.52437, -2.09691, -0.46976]], "nbo_charge": [0.819, 0.315, -0.410, -0.651, 0.200, 0.191, 0.196, 0.197, 0.220, 0.217, -0.544, -0.081, 0.210, 0.188, 0.206, -0.473, -0.723, 0.197, -0.150, 0.255, -0.399, -0.389, 0.016, 0.246, -0.190, 0.232, -0.426, 0.169, 0.216, -0.195, -0.656]}

---

# 2
{"formula": "C15H24LiO5", "method": "ωB97M-V/def2-TZVPD", "multiplicity": 1, "total_charge": 1, "species": ["O", "C", "H", "Li", "O", "H", "H", "H", "H", "H", "C", "H", "H", "H", "H", "C", "C", "H", "C", "H", "C", "H", "C", "H", "C", "C", "C", "H", "C", "O", "H", "C", "H", "H", "C", "H", "H", "O", "H", "H", "C", "H", "C", "H", "O"], "coordinates": [[1.33986, 1.65641, 0.40354], [-2.43551, 1.34171, 3.00170], [-1.00197, 2.54626, 4.09113], [0.84126, 2.73473, 3.89411], [-2.94827, 0.53675, 4.04605], [1.39686, 3.58862, 2.35447], [2.26211, -2.01599, 1.97024], [-0.57589, 0.82408, 3.80697], [0.25458, -2.38613, 0.09806], [1.63339, -3.40298, -0.26548], [-0.10389, -1.18094, -2.27107], [0.83423, -0.51426, 2.95410], [-3.05493, 2.22617, 2.83326], [-0.11213, 4.29629, 1.75783], [1.74817, -2.25991, -2.54750], [0.82444, -2.36681, -1.98006], [2.18425, -1.34566, -0.10466], [-2.07752, -0.35698, -6.23863], [1.04529, 1.16573, 1.72935], [0.02064, -0.67720, 1.41433], [1.13920, 3.00726, 0.40321], [-0.68830, -0.96330, -1.37203], [0.47956, 3.38781, 1.74791], [-2.40013, 0.75562, 2.08081], [-1.00089, 1.72348, 3.35206], [-0.19947, 2.01223, 2.03606], [2.19502, -1.08976, 1.40019], [1.92900, -0.43287, -0.64067], [0.94598, -0.33264, 1.88161], [-0.14381, 0.16015, -4.61265], [3.17750, -1.65271, -0.42970], [-2.39610, -2.38913, -5.55173], [3.05508, -0.47969, 1.69335], [1.93976, 1.50401, 2.29560], [-1.87505, -1.12271, -5.49840], [-2.16136, -3.10614, -6.33270], [-3.66018, 0.00457, 3.67597], [1.43675, 3.72519, -0.48814], [-3.05898, -2.73378, -4.76081], [0.49828, -0.30033, -2.47861], [-0.94419, -0.72706, -4.42936], [0.29046, -3.27690, -2.24936], [1.17327, -2.43886, -0.49003], [-0.80601, 1.86275, 1.14407], [-1.00037, -1.50710, -3.32441]], "nbo_charge": [-0.490, -0.041, 0.178, 0.956, -0.710, 0.163, 0.221, 0.248, 0.183, 0.215, -0.077, 0.214, 0.188, 0.275, 0.212, -0.420, -0.412, 0.233, 0.108, 0.220, 0.790, 0.157, -0.559, 0.176, -0.500, -0.293, -0.389, 0.211, -0.420, -0.583, 0.223, -0.268, 0.202, 0.143, -0.316, 0.209, 0.490, -0.476, 0.202, 0.215, 0.736, 0.223, -0.391, 0.269, -0.513]}

---

# 3
{"formula": "C15H31N2O3", "method": "ωB97M-V/def2-TZVPD", "multiplicity": 1, "total_charge": 1, "species": ["H", "H", "H", "H", "O", "C", "H", "C", "C", "O", "C", "H", "C", "C", "H", "C", "H", "H", "C", "H", "C", "H", "H", "H", "H", "H", "H", "C", "C", "H", "H", "H", "H", "N", "H", "H", "H", "H", "O", "H", "C", "H", "H", "H", "H", "C", "H", "N", "C", "H", "C"], "coordinates": [[-1.10773, -0.43915, 0.41169], [-0.45877, -1.14826, 1.86186], [2.59505, 0.82064, 2.54642], [-0.63298, -2.46315, -0.90159], [-1.28399, 3.21973, -4.53716], [2.07505, -0.00414, 3.02806], [2.33640, -2.27317, 0.51813], [2.78109, -3.61106, 2.86082], [4.11499, -2.95295, 3.18970], [-6.30597, 1.88691, -1.22902], [-0.33650, -1.12067, 0.77555], [-1.11444, 0.53951, -2.33327], [-0.59528, 1.49063, -2.24680], [1.79924, -2.46992, 3.01137], [4.28081, -2.94277, 4.26702], [-0.82890, 3.82710, -1.92231], [0.15340, -3.23575, 0.47731], [-0.06870, 4.18031, -2.61676], [1.02388, -0.54344, 0.38200], [-0.13352, 1.49444, -1.27168], [3.98761, -1.52076, 2.66823], [-3.81485, 2.97233, -4.61306], [-0.34185, 3.67361, -0.97268], [-3.66539, 0.93822, -2.36972], [-6.48842, 3.59262, -2.12133], [2.55046, -4.44069, 3.52541], [4.55360, -1.35585, 1.75681], [2.28021, -1.24633, 0.87680], [-4.13937, 1.70518, -2.96707], [3.13396, -0.70995, 0.46513], [-1.53569, 4.63219, -1.76912], [-1.57060, -2.87893, 0.52962], [0.20622, 1.52558, -2.99034], [-1.51507, 2.61736, -2.36536], [2.34149, -0.05428, 4.08034], [4.30606, -0.79833, 3.41426], [-5.03221, 1.26602, -3.39143], [1.05990, 0.50991, 0.67016], [-4.55063, 2.83489, -2.15813], [0.99931, 0.11116, 2.93663], [-3.28225, 2.17398, -4.11584], [0.84620, -2.64647, 2.52313], [2.77833, -3.99603, 1.83953], [1.08314, -0.53929, -0.70964], [-3.16956, 1.37807, -4.84208], [-5.85154, 2.75685, -1.81557], [1.63629, -2.22865, 4.06122], [2.49477, -1.27925, 2.37559], [-1.94364, 2.73232, -3.72117], [4.95671, -3.47558, 2.74041], [-0.60631, -2.50475, 0.18791]], "nbo_charge": [0.236, 0.187, 0.233, 0.221, -0.521, -0.405, 0.227, -0.424, -0.430, -0.530, -0.410, 0.194, -0.412, -0.215, 0.228, -0.417, 0.186, 0.197, -0.434, 0.188, -0.206, 0.251, 0.191, 0.185, 0.114, 0.257, 0.231, -0.210, -0.062, 0.226, 0.214, 0.235, 0.187, -0.517, 0.231, 0.232, 0.190, 0.218, -0.548, 0.235, -0.538, 0.244, 0.217, 0.245, 0.245, 0.661, 0.225, -0.214, 0.729, 0.249, -0.616]}

---

Sequential gap between HOMO and LUMO output: 6.1; 5.9; 8.8 eV
Sequential HOMO energy output: -0.1030; -0.3828; -0.4131 Eh